Record 1
Computed, not measured: a molecular structure, C47H51AsInN2O3PSb2, with the ωB97M-V functional and the def2-TZVPD basis.

```
108
C47H51AsInN2O3PSb2 the ωB97M-V functional and the def2-TZVPD basis
Sb 1.446 -2.748 -0.087
Sb 1.600 1.040 1.836
In 0.821 0.155 -0.955
As -2.801 0.347 -0.369
P 2.502 1.849 -3.022
O -1.133 0.137 -0.050
O 1.142 1.254 -3.291
O 3.143 1.473 -1.724
N 3.645 4.149 -2.096
N 2.610 0.584 -5.486
C 0.302 1.117 3.544
C 3.217 -4.898 -1.371
C -4.315 0.637 -2.764
C 1.641 4.062 1.469
C 1.626 -3.937 -2.920
C 0.250 -3.929 1.249
C -1.567 0.364 4.821
C 2.475 3.717 -2.935
C -4.470 3.990 2.036
C -4.613 1.178 -4.005
C 2.482 2.990 1.761
C -4.630 -1.532 0.871
C 3.682 -5.730 -2.380
C 2.153 5.353 1.445
C 3.224 -2.451 1.138
C -2.604 2.688 1.279
C -5.299 -2.746 0.932
C 3.502 5.567 1.709
C -3.443 -2.309 -1.096
C -2.135 1.683 -2.843
C 2.187 -4.007 -1.650
C -4.101 -3.524 -1.014
C -3.073 0.895 -2.189
C -3.483 1.785 0.698
C 2.097 -4.775 -3.920
C -0.169 2.147 5.645
C 3.126 -5.669 -3.650
C 3.033 -1.744 2.477
C -2.441 2.221 -4.083
C -5.347 3.099 1.429
C -1.145 -5.510 3.013
C -1.734 -4.363 2.501
C -3.099 3.789 1.959
C -5.037 -3.735 -0.007
C -3.682 1.978 -4.656
C -0.784 0.265 3.681
C 0.141 -5.869 2.633
C 0.853 -5.078 1.743
C -1.037 -3.559 1.607
C -3.712 -1.319 -0.152
C 3.835 3.199 2.007
C 4.341 4.494 1.980
C 3.260 -0.241 2.444
C -1.266 1.310 5.793
C -4.859 1.994 0.750
C 3.487 1.391 -4.565
C 0.626 2.063 4.509
H 2.895 -0.395 -5.538
H -1.691 -6.132 3.710
H 3.490 -6.327 -4.428
H 0.809 -3.252 -3.124
H 2.594 0.944 -6.443
H -5.571 0.977 -4.467
H 3.461 0.136 3.450
H 4.494 2.375 2.250
H 4.494 4.299 -2.646
H -2.412 -0.299 4.956
H -5.543 1.308 0.262
H -4.824 -0.751 1.598
H 0.581 3.898 1.297
H -6.031 -2.918 1.710
H 0.080 2.868 6.413
H -2.734 -2.112 -1.894
H 3.813 2.291 -5.083
H -6.414 3.270 1.478
H 5.389 4.664 2.191
H 2.068 -1.994 2.926
H 3.895 6.576 1.732
H 1.560 3.976 -2.403
H 1.852 -5.377 1.444
H 4.100 0.018 1.798
H 3.466 5.015 -1.581
H 3.659 -4.967 -0.385
H 1.501 6.194 1.245
H 3.550 -3.478 1.314
H 1.658 -4.741 -4.908
H -1.022 -0.465 2.916
H 4.481 -6.428 -2.167
H 1.652 0.610 -5.076
H 2.466 4.217 -3.901
H -5.040 0.017 -2.250
H -3.930 2.414 -5.614
H -1.537 2.526 1.186
H -2.738 -4.088 2.789
H -2.415 4.482 2.431
H -1.497 -2.667 1.204
H -1.894 1.390 6.670
H -1.176 1.885 -2.371
H -4.865 4.852 2.557
H 3.976 -1.959 0.521
H 3.826 3.369 -1.434
H -1.722 2.844 -4.599
H 1.481 2.718 4.391
H 4.372 0.820 -4.293
H -5.566 -4.677 0.045
H -3.903 -4.301 -1.740
H 0.597 -6.768 3.026
H 3.794 -2.148 3.152
```

Results
* E_LUMO: -11.99 eV
* electronic energy: -5403.24142 Eh
* Kohn-Sham gap: 5.59 eV
* total charge: +4
* ΔE to the lowest compared entry with this formula, charge and spin: 155.6 kJ/mol



Record 2
Computed, not measured: a molecular structure, C47H51Br2CrF3NO2PSbSe2, with the ωB97M-V functional and the def2-TZVPD basis.

```
111
C47H51Br2CrF3NO2PSbSe2 the ωB97M-V functional and the def2-TZVPD basis
Sb -1.878 0.845 1.244
Br -0.166 3.531 0.004
Br -0.628 1.669 -2.619
Se 1.906 1.156 1.521
Se 2.773 2.753 -1.597
Cr 1.015 1.457 -0.584
P -0.990 -2.043 -1.395
F 1.246 2.650 6.371
F -6.647 -1.649 4.497
F -5.460 5.658 -0.622
O 4.408 1.408 0.335
O 3.313 5.728 2.245
N 8.884 -3.645 -1.910
C -1.110 -4.573 0.173
C 1.108 -3.633 -0.448
C 6.449 -1.176 -2.032
C -0.297 -2.453 1.208
C -2.862 -2.331 -1.723
C -4.367 3.627 -1.079
C 4.271 4.747 1.972
C 0.667 -3.556 -5.455
C 2.810 -0.760 -1.754
C -3.134 2.539 0.688
C -0.340 -2.739 -2.975
C 6.570 -2.569 -2.080
C -0.334 -3.282 -0.081
C 5.198 -0.603 -2.012
C -3.658 -2.107 -0.440
C -4.763 0.575 2.368
C -3.508 -0.005 2.404
C -3.525 3.537 1.574
C -5.615 -1.102 3.820
C 0.301 0.964 5.028
C -0.332 -4.086 -3.333
C -4.701 4.631 -0.190
C -3.574 2.587 -0.628
C 2.630 2.905 2.056
C -5.824 0.045 3.080
C 0.167 -4.486 -4.560
C 0.167 -1.818 -3.886
C -4.299 4.597 1.134
C 3.729 3.520 1.189
C -3.332 -1.149 3.161
C 4.891 2.535 1.018
C 4.044 -1.402 -2.010
C 5.427 -3.367 -2.181
C 0.669 -2.216 -5.111
C 7.846 -3.166 -2.004
C 3.248 4.046 -0.169
C -0.699 2.937 3.340
C 4.177 -2.787 -2.152
C -0.731 3.544 -2.490
C -3.260 -3.663 -2.350
C 0.517 2.304 5.289
C 0.022 3.296 4.466
C -4.375 -1.708 3.876
C 1.817 -0.156 -1.378
C -0.940 1.601 3.058
C -0.427 0.624 3.904
C -3.199 -1.203 -2.702
H -1.301 -2.108 1.459
H -4.237 -2.602 4.465
H -3.028 -4.503 -1.703
H -0.572 -0.422 3.673
H 0.148 4.038 -2.882
H -1.692 3.975 -2.723
H -3.309 1.796 -1.318
H 5.082 0.470 -1.986
H -3.416 -2.832 0.332
H 4.626 4.411 2.948
H -0.713 -4.838 -2.661
H -3.475 -1.107 -0.050
H 5.124 5.165 1.417
H -1.041 3.715 2.673
H 7.339 -0.562 -1.995
H 1.608 -4.080 0.411
H -2.772 -3.807 -3.311
H -4.725 -2.183 -0.648
H 5.278 2.253 2.007
H -3.072 -0.237 -2.216
H -2.558 -1.237 -3.580
H 1.152 -4.343 -1.270
H -6.799 0.508 3.059
H -4.338 -3.666 -2.518
H 3.014 2.751 3.066
H -3.249 3.480 2.621
H 3.294 -3.401 -2.224
H 5.096 0.741 0.261
H 0.180 -0.770 -3.625
H 0.359 -1.583 1.082
H 1.061 -1.477 -5.793
H -4.599 5.388 1.804
H 0.222 4.330 4.692
H -0.598 -5.146 0.948
H 0.159 -5.535 -4.817
H 3.057 6.170 1.427
H 5.695 3.022 0.448
H -2.124 -4.386 0.519
H 0.717 0.210 5.679
H 1.651 -2.733 -0.728
H -4.934 1.459 1.774
H 5.534 -4.440 -2.262
H 2.370 4.679 -0.022
H -2.367 -1.632 3.203
H 1.058 -3.879 -6.408
H 0.089 -3.047 2.035
H -4.731 3.663 -2.096
H -4.232 -1.286 -3.033
H 4.046 4.643 -0.623
H -1.154 -5.198 -0.714
H 1.781 3.591 2.125
```

Results
* E_LUMO (alpha / beta): -2.34 / -3.02 eV
* multiplicity: 2
* electronic energy: -13903.10030 Eh
* Kohn-Sham gap (alpha / beta): 4.99 / 4.31 eV



Record 3
Computed, not measured: a molecular structure, C47H51Cl3F4N7OSSbV, with the ωB97M-V functional and the def2-TZVPD basis.

```
116
C47H51Cl3F4N7OSSbV the ωB97M-V functional and the def2-TZVPD basis
Sb 0.036 0.549 2.953
V -1.548 -1.244 -1.173
Cl 4.129 -5.281 -0.136
Cl 0.443 -1.321 0.172
Cl -0.228 -5.230 -3.305
S 0.402 2.726 -1.081
F 2.395 -1.730 -3.049
F -0.948 -3.387 -7.000
F 0.033 -0.659 -3.212
F 1.510 -4.370 -6.902
O -0.892 -2.825 -1.705
N -1.912 0.508 -0.212
N 4.890 -3.473 -2.814
N -2.656 -0.950 -2.605
N 1.350 4.838 -2.212
N 4.005 -5.963 -6.027
N 2.767 2.925 -2.120
N -3.791 -2.262 -6.697
C 1.579 -2.205 -4.014
C -2.038 -1.777 -4.910
C 0.193 -1.265 5.568
C -1.445 2.071 5.437
C -2.984 -2.079 -5.901
C -0.145 -2.998 -6.002
C 0.145 -1.444 4.064
C -3.658 2.042 -0.969
C -5.607 0.312 -0.048
C -1.098 -2.212 3.644
C -4.268 -0.037 0.113
C 1.967 1.701 3.407
C -4.684 -1.907 1.690
C 2.022 -3.233 -4.883
C -0.648 -2.108 -5.024
C 2.226 7.074 -2.701
C 1.916 -5.124 -1.649
C -3.396 -3.918 1.609
C -4.435 -3.183 2.155
C -2.803 -2.056 0.170
C 3.129 0.727 3.485
C 0.730 -4.546 -2.045
C 2.270 -3.339 -0.057
C 3.621 -5.039 -5.461
C 3.223 -3.942 -4.685
C -3.289 0.847 -0.365
C 4.092 3.456 -2.372
C 0.321 -1.665 -4.096
C 1.607 3.558 -1.882
C -1.653 1.741 3.971
C 2.140 2.600 2.194
C 4.114 -3.667 -3.642
C -2.586 -3.345 0.643
C -1.767 3.018 3.152
C 1.901 5.689 -3.249
C 1.901 2.525 4.677
C 0.240 -3.364 -1.441
C 2.672 -4.533 -0.643
C -2.927 0.924 3.808
C 1.079 -2.787 -0.464
C -2.471 -1.280 -3.713
C 1.122 -3.525 -5.941
C -4.996 2.362 -1.129
C 4.580 3.141 -3.784
C 1.369 -2.212 3.594
C -3.899 -1.344 0.682
C -5.971 1.493 -0.667
H -5.492 -1.334 2.121
H 3.133 0.054 2.630
H 2.256 -6.036 -2.111
H 0.337 -2.231 6.056
H 3.953 3.614 -4.537
H 2.680 7.681 -3.478
H 1.327 -3.237 3.967
H 2.874 2.980 4.874
H -1.323 1.274 -0.560
H 1.156 5.784 -4.049
H 3.090 0.148 4.405
H -0.626 2.768 5.579
H 4.072 1.276 3.481
H -0.736 -0.841 5.938
H 2.789 5.230 -3.673
H -1.941 2.796 2.099
H 4.563 2.068 -3.956
H -3.207 -4.930 1.940
H -3.055 0.557 2.789
H 5.599 3.497 -3.909
H 2.287 -1.768 3.961
H 1.019 -0.619 5.861
H 3.046 3.199 2.290
H 4.087 4.531 -2.184
H 1.176 3.329 4.582
H -0.863 3.618 3.233
H 2.885 -2.862 0.687
H -2.603 3.620 3.507
H 4.782 2.999 -1.652
H -1.690 0.371 0.784
H -3.795 1.539 4.045
H 1.319 7.570 -2.364
H 2.221 2.006 1.286
H 0.438 5.134 -1.887
H 1.645 1.909 5.536
H -2.933 0.074 4.486
H -5.051 -3.610 2.933
H -1.089 -3.211 4.080
H 1.297 3.277 2.077
H 2.735 1.939 -1.896
H -2.009 -1.720 3.970
H -2.347 2.540 5.835
H 2.919 7.008 -1.866
H -1.249 1.179 6.025
H -5.277 3.283 -1.616
H -1.142 -2.328 2.561
H -7.015 1.736 -0.792
H -2.888 2.715 -1.327
H -6.370 -0.377 0.280
H -1.763 -3.934 0.252
H 1.404 -2.262 2.509
```

Results
* E_LUMO (alpha / beta): -0.43 / -2.55 eV
* multiplicity: 4
* electronic energy: -5642.48468 Eh
* Kohn-Sham gap (alpha / beta): 7.34 / 5.48 eV
* ΔE to the lowest compared entry with this formula, charge and spin: 154.2 kJ/mol



Record 4
Computed, not measured: 7 unconnected molecules or ions with the total composition C47H51FIO14PSi2, with the ωB97M-V functional and the def2-TZVPD basis.

```
117
C47H51FIO14PSi2 the ωB97M-V functional and the def2-TZVPD basis
I -1.878 5.096 1.785
P -4.764 0.185 -0.833
Si -2.569 2.906 0.874
Si -5.265 2.295 -0.286
F -1.793 1.515 3.025
O -3.911 3.214 -0.030
O 0.710 -1.294 -2.055
O -5.620 2.437 8.711
O -6.768 3.621 1.570
O 7.143 -3.782 -9.467
O 1.286 -4.616 5.469
O 5.987 -1.683 -2.146
O -3.830 -3.276 5.183
O 3.399 -2.143 2.645
O 6.947 1.567 3.942
O 3.459 -1.664 -6.307
O 7.447 0.832 -9.838
O -3.956 -2.569 8.259
O 4.980 5.505 -9.501
C 5.570 0.636 2.273
C -5.559 -0.917 0.427
C 4.776 -1.599 -2.140
C -0.229 1.274 0.446
C -0.348 -0.905 1.783
C 1.917 -1.391 -2.093
C -8.106 3.815 1.972
C 6.105 -1.821 -8.673
C 0.114 -4.312 5.403
C -5.253 0.367 9.771
C -5.238 1.292 8.607
C -0.405 -3.474 4.291
C -1.692 -3.150 4.226
C -5.814 -0.053 -2.319
C 2.702 -0.929 -3.267
C -4.838 -0.891 9.660
C 5.174 -1.296 -7.880
C -0.854 -4.753 6.440
C -4.741 0.757 7.314
C 6.303 -3.294 -8.744
C 4.505 -3.616 -7.102
C 5.796 3.608 -8.369
C -1.128 2.346 -0.194
C -0.882 -0.105 0.586
C 4.030 -1.026 -3.290
C -2.140 -4.413 6.385
C 6.641 2.733 -10.967
C 5.666 -0.282 4.643
C -1.536 1.937 -1.624
C -4.326 -0.502 7.200
C 6.884 1.904 -9.760
C -6.487 2.302 1.138
C 4.677 -0.298 1.959
C -3.860 2.615 3.433
C 6.135 0.718 3.646
C 2.660 -1.966 -0.947
C 6.021 3.907 -10.883
C 4.211 -1.295 2.954
C 5.431 -4.148 -7.894
C -3.011 1.872 2.415
C 3.982 -2.061 -0.971
C -4.339 -1.424 8.366
C 6.416 2.435 -8.454
C 5.546 4.437 -9.579
C 4.305 -2.147 -7.034
C -2.660 -3.589 5.263
C 4.774 -1.217 4.324
H -6.299 -1.547 -0.068
H -8.183 4.827 2.366
H 2.135 -0.521 -4.094
H -4.739 1.450 6.482
H -1.968 -0.015 0.681
H 3.857 -4.215 -6.474
H -0.241 -1.964 1.537
H -3.967 -0.922 6.269
H -8.796 3.707 1.128
H -0.697 -0.668 -0.327
H -5.647 -1.059 -2.705
H -4.483 3.384 2.971
H -2.102 -2.545 3.428
H 5.447 4.018 -7.431
H -3.188 3.120 4.127
H 4.542 -2.477 -0.142
H -3.494 0.923 2.148
H -4.839 -1.584 10.492
H -7.387 1.819 0.721
H -5.511 0.660 -3.086
H 6.746 -1.211 -9.295
H -4.529 1.940 3.971
H -1.701 0.862 -1.705
H 6.095 -0.201 5.634
H 0.318 -3.156 3.549
H 6.618 1.817 -7.588
H -6.188 1.681 1.989
H 0.129 1.616 1.420
H 5.926 1.371 1.562
H 0.657 1.166 -0.193
H -2.436 2.453 -1.966
H 4.235 -0.389 0.976
H 5.830 4.529 -11.748
H 2.072 -2.290 -0.097
H 5.598 -5.216 -7.962
H -6.059 -0.382 1.233
H 6.995 2.323 -11.904
H 4.417 -1.956 5.032
H -0.446 -5.355 7.242
H -0.510 3.243 -0.302
H -5.620 0.781 10.702
H -8.392 3.107 2.759
H 4.622 -0.700 -4.134
H -0.736 2.208 -2.317
H -1.081 -0.845 2.589
H 5.002 -0.228 -7.813
H -6.880 0.081 -2.125
H -5.946 2.910 -1.445
H 0.586 -0.500 2.177
H -4.800 -1.569 0.858
H -2.858 -4.709 7.138
```

Results
* E_LUMO: -1.84 eV
* electronic energy: -4192.72137 Eh
* SMILES: CCC[C@@H](C)[Si@@](I)(O[Si@H](COC)P(C)C)[C@H](C)F.O=C1C=CC(=O)C=C1.O=C1C=CC(=O)C=C1.O=C1C=CC(=O)C=C1.O=C1C=CC(=O)C=C1.O=C1C=CC(=O)C=C1.O=C1C=CC(=O)C=C1
* Kohn-Sham gap: 6.58 eV
* ΔE to the lowest compared entry with this formula, charge and spin: 0.0 kJ/mol